Density functional theory data (the ωB97M-V functional and the def2-TZVPD basis) for an isolated molecule of C25H31N5O4 in a non-equilibrium geometry.

Geometry (Å):
C1 -6.469 -0.493 1.483
C2 -5.433 0.427 0.912
C3 -5.273 1.715 1.401
C4 -4.326 2.557 0.848
C5 -3.514 2.152 -0.198
C6 -2.476 3.077 -0.790
C7 -3.113 4.372 -1.297
C8 -1.381 3.377 0.236
C9 -3.673 0.848 -0.687
O1 -2.838 0.481 -1.718
C10 -2.930 -0.822 -2.239
C11 -2.585 -1.958 -1.268
O2 -3.278 -2.959 -1.232
N1 -1.510 -1.798 -0.471
C12 -0.496 -0.774 -0.554
C13 0.835 -1.406 -0.965
N2 1.209 -2.429 -0.001
C14 2.533 -2.969 -0.277
C15 3.589 -1.934 -0.108
N3 4.452 -1.619 -1.029
C16 5.258 -0.661 -0.476
C17 6.341 0.020 -1.006
C18 6.963 0.944 -0.181
N4 8.093 1.674 -0.686
O3 8.449 1.452 -1.825
O4 8.630 2.474 0.054
C19 6.538 1.197 1.132
C20 5.464 0.527 1.667
C21 4.827 -0.404 0.854
N5 3.757 -1.228 1.056
C22 2.977 -1.337 2.257
C23 0.192 -3.469 0.032
C24 -1.143 -2.855 0.447
C25 -4.624 0.003 -0.134
H1 -7.434 -0.304 1.012
H2 -6.204 -1.532 1.306
H3 -6.582 -0.332 2.553
H4 -5.891 2.060 2.216
H5 -4.216 3.555 1.245
H6 -2.019 2.567 -1.643
H7 -3.904 4.150 -2.008
H8 -2.365 4.987 -1.791
H9 -3.539 4.945 -0.477
H10 -0.922 2.453 0.584
H11 -1.793 3.900 1.096
H12 -0.608 4.001 -0.209
H13 -2.224 -0.847 -3.077
H14 -3.934 -1.028 -2.631
H15 -0.777 0.000 -1.265
H16 -0.388 -0.318 0.437
H17 1.612 -0.639 -0.985
H18 0.743 -1.830 -1.980
H19 2.717 -3.785 0.430
H20 2.622 -3.369 -1.299
H21 6.692 -0.155 -2.010
H22 7.079 1.931 1.709
H23 5.137 0.715 2.678
H24 2.003 -1.753 2.003
H25 2.847 -0.349 2.698
H26 3.477 -1.983 2.984
H27 0.486 -4.227 0.761
H28 0.079 -3.955 -0.952
H29 -1.932 -3.608 0.429
H30 -1.059 -2.432 1.453
H31 -4.749 -1.002 -0.504

As for the net charge: 0. As for the HOMO-LUMO gap: 0.30560 Eh. As for the spin multiplicity: 1. As for the HOMO energy: -0.31281 Ha.


Density functional theory data (the ωB97M-V functional and the def2-TZVPD basis) for a structure of composition C29H34BaN7O4PSi2.

Geometry (Å):
Ba1 -0.598 0.860 0.321
C1 -5.590 0.127 2.407
N1 -4.193 0.105 2.771
C2 -3.600 -0.801 3.618
C3 -2.274 -0.496 3.617
N2 -2.035 0.557 2.771
C4 -3.220 0.919 2.266
P1 -3.602 2.212 1.046
C5 -2.340 3.458 1.441
N3 -1.017 3.347 1.631
C6 -0.485 4.603 1.473
C7 -1.461 5.497 1.175
N4 -2.638 4.775 1.176
C8 -3.933 5.294 0.814
C9 -4.025 -0.506 -0.464
N5 -2.757 -0.940 -0.674
C10 -2.557 -1.107 -2.032
C11 -3.687 -0.774 -2.705
N6 -4.589 -0.419 -1.722
C12 -5.897 0.132 -1.958
H1 -6.179 -0.282 3.230
H2 -5.880 1.162 2.220
H3 -5.738 -0.432 1.482
H4 -4.166 -1.575 4.107
H5 -1.474 -0.986 4.150
H6 0.574 4.785 1.571
H7 -1.438 6.552 0.960
H8 -3.905 6.382 0.891
H9 -4.202 5.012 -0.206
H10 -4.691 4.891 1.484
H11 -1.615 -1.446 -2.441
H12 -3.914 -0.731 -3.758
H13 -6.113 0.122 -3.028
H14 -6.664 -0.450 -1.441
H15 -5.950 1.162 -1.599
O1 -0.233 2.431 -4.261
C13 -0.073 2.023 -3.102
O2 -0.823 2.147 -2.103
C14 1.275 1.311 -2.836
C15 2.270 1.300 -3.808
C16 3.483 0.701 -3.514
C17 3.673 0.127 -2.265
C18 2.623 0.157 -1.357
N7 1.456 0.736 -1.647
C19 2.782 -0.481 0.033
O3 3.916 -0.887 0.323
O4 1.737 -0.531 0.742
H16 2.052 1.764 -4.759
H17 4.280 0.685 -4.250
H18 4.600 -0.341 -1.966
C20 1.062 -3.273 -2.680
Si1 1.724 -4.034 -1.100
C21 3.593 -3.882 -1.061
C22 1.254 -5.859 -0.820
C23 1.445 -7.070 -1.487
C24 1.022 -8.257 -0.908
C25 0.407 -8.248 0.343
C26 0.208 -7.051 1.017
C27 0.624 -5.848 0.445
Si2 0.503 -3.991 0.896
C28 1.363 -3.531 2.493
C29 -1.307 -3.519 0.907
H19 1.567 -3.687 -3.558
H20 1.231 -2.192 -2.677
H21 -0.010 -3.444 -2.784
H22 4.018 -4.395 -1.929
H23 3.993 -4.344 -0.157
H24 3.918 -2.841 -1.058
H25 1.926 -7.093 -2.461
H26 1.168 -9.199 -1.427
H27 0.080 -9.183 0.786
H28 -0.281 -7.061 1.986
H29 0.802 -3.880 3.365
H30 1.459 -2.444 2.530
H31 2.371 -3.949 2.528
H32 -1.782 -3.986 1.776
H33 -1.796 -3.912 0.012
H34 -1.552 -2.454 0.927

As for the net charge: -2. As for the HOMO-LUMO gap: 0.19172 Eh. As for the spin multiplicity: 1. As for the HOMO energy: -0.03591 Ha.